--- w ---
{"formula": "C6H12O2", "method": "ωB97M-V/def2-TZVPD", "smiles": "CC(C)=O.CC(C)=O", "lumo_energy_ev": 0.8880, "species": ["C", "C", "C", "O", "H", "H", "H", "H", "H", "H", "C", "C", "C", "O", "H", "H", "H", "H", "H", "H"], "coordinates": [[-5.065, -1.656, 1.370], [-4.208, -0.614, 2.028], [-3.781, -1.029, 3.370], [-3.984, 0.510, 1.634], [-5.070, -2.573, 1.983], [-4.864, -1.934, 0.322], [-6.063, -1.191, 1.425], [-2.686, -0.917, 3.298], [-4.008, -2.049, 3.722], [-4.160, -0.307, 4.112], [3.126, 1.042, -2.412], [4.431, 1.690, -2.682], [5.643, 1.021, -2.096], [4.527, 2.751, -3.281], [3.208, 0.148, -1.772], [2.631, 0.756, -3.355], [2.496, 1.787, -1.897], [5.570, 1.142, -1.002], [6.587, 1.479, -2.438], [5.670, -0.057, -2.329]], "nbo_charge": [-0.726, 0.585, -0.733, -0.543, 0.215, 0.243, 0.249, 0.248, 0.215, 0.247, -0.728, 0.582, -0.718, -0.543, 0.216, 0.248, 0.248, 0.234, 0.236, 0.224]}

--- x ---
{"formula": "C6H12O2", "method": "ωB97M-V/def2-TZVPD", "smiles": "C=C(O)C(C)(C)CO", "lumo_energy_ev": 0.7470, "species": ["C", "C", "O", "C", "C", "C", "C", "O", "H", "H", "H", "H", "H", "H", "H", "H", "H", "H", "H", "H"], "coordinates": [[0.866, -1.994, 0.936], [0.653, -0.700, 0.791], [1.502, 0.316, 1.795], [0.007, 0.314, -0.004], [0.905, 1.047, -0.989], [-0.945, 1.235, 0.752], [-1.029, -0.819, -0.978], [-1.696, -0.066, -1.962], [1.564, -2.355, 1.681], [0.385, -2.738, 0.309], [2.387, -0.064, 1.909], [1.444, 1.850, -0.478], [0.304, 1.491, -1.789], [1.638, 0.378, -1.445], [-0.370, 1.961, 1.333], [-1.573, 0.675, 1.449], [-1.582, 1.789, 0.055], [-0.404, -1.538, -1.506], [-1.745, -1.328, -0.328], [-2.311, 0.545, -1.532]], "nbo_charge": [-0.493, 0.367, -0.812, -0.111, -0.611, -0.613, -0.049, -0.720, 0.228, 0.223, 0.462, 0.224, 0.226, 0.216, 0.239, 0.218, 0.198, 0.179, 0.163, 0.466]}

w is favored, and the nearest alternative lies 1.769 eV above it.

--- w ---
{"formula": "C28H40BrLuN5OS2", "method": "ωB97M-V/def2-TZVPD", "charge": -1, "lumo_energy_ev": 2.3646, "species": ["Lu", "C", "N", "C", "C", "N", "C", "C", "C", "C", "C", "C", "C", "S", "C", "C", "C", "C", "C", "C", "S", "H", "H", "H", "H", "H", "H", "H", "H", "H", "H", "H", "H", "H", "H", "H", "H", "H", "H", "N", "C", "C", "N", "H", "H", "H", "H", "H", "H", "H", "H", "O", "C", "C", "C", "N", "C", "Br", "C", "H", "H", "H", "H", "C", "C", "C", "C", "C", "H", "H", "H", "H", "H", "H", "H", "H", "H", "H"], "coordinates": [[0.540, -0.716, 0.049], [2.561, -1.051, -3.256], [1.164, -0.589, -3.166], [0.931, 0.801, -3.524], [1.491, 1.777, -2.443], [0.608, 2.015, -1.321], [1.318, 2.932, -0.422], [-0.707, 2.491, -1.716], [-0.873, 3.823, -1.980], [-2.168, 4.259, -2.313], [-3.235, 3.406, -2.428], [-3.042, 2.111, -2.070], [-1.776, 1.580, -1.683], [-1.772, -0.123, -1.187], [0.296, -1.501, -3.817], [-0.118, -1.294, -5.136], [-1.059, -2.191, -5.697], [-1.508, -3.312, -4.981], [-1.081, -3.573, -3.689], [-0.168, -2.652, -3.124], [0.384, -3.007, -1.528], [2.892, -1.101, -4.308], [2.683, -2.010, -2.735], [3.278, -0.380, -2.655], [-0.137, 0.842, -3.653], [1.407, 1.094, -4.462], [1.847, 2.686, -2.941], [2.385, 1.293, -2.044], [1.701, 3.796, -0.986], [2.267, 2.467, -0.051], [0.676, 3.258, 0.407], [-0.067, 4.507, -1.852], [-2.323, 5.296, -2.575], [-4.194, 3.774, -2.802], [-3.831, 1.367, -2.050], [0.191, -0.443, -5.709], [-1.308, -2.180, -6.771], [-2.175, -3.962, -5.498], [-1.352, -4.499, -3.243], [-1.203, -2.235, 0.931], [-0.920, -3.632, 1.270], [0.483, -3.641, 1.992], [1.434, -2.615, 1.454], [-1.664, -1.778, 1.722], [-1.888, -2.235, 0.161], [-0.843, -4.151, 0.320], [-1.636, -4.096, 1.922], [1.002, -4.589, 1.949], [0.291, -3.443, 3.073], [2.052, -3.029, 0.827], [2.052, -2.273, 2.183], [3.586, -0.612, 6.329], [2.719, -0.338, 5.267], [1.666, -1.205, 4.918], [0.891, -0.797, 3.858], [1.094, 0.306, 3.077], [2.193, 1.098, 3.287], [3.308, -0.457, 0.283], [2.927, 0.743, 4.460], [3.488, -1.478, 6.772], [1.358, -2.184, 5.284], [0.046, -1.404, 3.576], [3.697, 1.446, 4.831], [-0.983, 2.033, 3.875], [-1.214, 1.200, 2.607], [-2.322, 0.137, 2.810], [-1.772, 2.183, 1.581], [0.133, 0.638, 2.005], [-1.914, 2.514, 4.203], [-0.169, 2.752, 3.730], [-0.626, 1.344, 4.658], [-3.246, 0.602, 3.312], [-1.927, -0.623, 3.441], [-2.629, -0.185, 1.827], [-2.651, 2.733, 2.025], [-2.082, 1.740, 0.639], [-1.109, 3.049, 1.321], [0.650, 1.494, 1.586]], "lowdin_charge": [1.092, -0.111, -0.199, -0.168, -0.188, -0.176, -0.107, -0.292, -0.025, -0.104, -0.124, -0.137, -0.599, 0.568, -0.316, -0.028, -0.104, -0.125, -0.128, -0.628, 0.564, 0.086, 0.047, 0.050, 0.103, 0.111, 0.119, 0.064, 0.075, 0.074, 0.076, 0.097, 0.088, 0.104, 0.084, 0.094, 0.090, 0.078, 0.080, -0.155, -0.270, -0.206, -0.124, 0.038, 0.024, 0.032, 0.098, 0.100, 0.094, -0.009, 0.037, 0.014, -0.319, -0.018, -0.127, -0.168, -0.049, -0.061, -0.078, 0.106, 0.108, 0.089, 0.100, -0.066, -0.582, -0.069, -0.091, -0.298, 0.077, 0.083, 0.075, 0.110, 0.046, 0.044, 0.096, 0.023, 0.083, 0.028]}

--- x ---
{"formula": "C28H40BrLuN5OS2", "method": "ωB97M-V/def2-TZVPD", "charge": -1, "lumo_energy_ev": 2.5651, "species": ["Lu", "C", "N", "C", "C", "N", "C", "C", "C", "C", "C", "C", "C", "S", "C", "C", "C", "C", "C", "C", "S", "H", "H", "H", "H", "H", "H", "H", "H", "H", "H", "H", "H", "H", "H", "H", "H", "H", "H", "N", "C", "C", "N", "H", "H", "H", "H", "H", "H", "H", "H", "O", "C", "C", "C", "N", "C", "Br", "C", "H", "H", "H", "H", "C", "C", "C", "C", "C", "H", "H", "H", "H", "H", "H", "H", "H", "H", "H"], "coordinates": [[0.110, 0.545, 0.417], [-3.529, 1.751, 0.186], [-2.708, 0.622, 0.742], [-3.101, -0.592, 0.069], [-2.687, -0.541, -1.394], [-1.279, -0.869, -1.601], [-1.071, -2.261, -1.431], [-0.822, -0.346, -2.863], [-0.605, -1.184, -3.968], [-0.273, -0.625, -5.214], [-0.211, 0.751, -5.402], [-0.403, 1.574, -4.315], [-0.668, 1.057, -3.021], [-0.728, 2.134, -1.651], [-2.918, 0.671, 2.197], [-3.825, -0.182, 2.844], [-4.084, -0.106, 4.207], [-3.471, 0.934, 4.894], [-2.555, 1.769, 4.245], [-2.180, 1.624, 2.918], [-0.936, 2.603, 2.167], [-4.567, 1.410, 0.150], [-3.211, 1.977, -0.858], [-3.459, 2.622, 0.820], [-4.197, -0.743, 0.055], [-2.609, -1.487, 0.546], [-2.898, 0.437, -1.816], [-3.272, -1.275, -2.008], [-1.670, -2.862, -2.166], [-1.404, -2.618, -0.472], [-0.020, -2.562, -1.525], [-0.643, -2.263, -3.802], [-0.106, -1.250, -6.037], [0.033, 1.125, -6.405], [-0.216, 2.652, -4.469], [-4.293, -0.992, 2.217], [-4.734, -0.797, 4.677], [-3.614, 1.074, 5.964], [-2.143, 2.522, 4.871], [1.911, 0.990, 2.243], [3.025, 1.882, 1.805], [2.467, 3.144, 1.217], [1.578, 2.791, 0.141], [1.343, 1.438, 2.952], [2.291, 0.079, 2.562], [3.541, 1.399, 0.981], [3.712, 2.134, 2.614], [3.298, 3.769, 0.932], [1.832, 3.739, 1.860], [2.132, 2.314, -0.542], [1.197, 3.603, -0.314], [0.128, -4.832, 3.125], [-0.165, -3.503, 2.834], [-0.428, -2.554, 3.806], [-0.567, -1.219, 3.453], [-0.425, -0.826, 2.201], [-0.100, -1.716, 1.219], [3.074, -1.708, 0.550], [0.026, -3.093, 1.561], [0.026, -4.965, 4.072], [-0.492, -2.836, 4.846], [-0.763, -0.477, 4.187], [0.291, -3.775, 0.754], [3.696, -1.457, -2.655], [3.326, -0.142, -1.922], [4.597, 0.482, -1.375], [2.725, 0.827, -2.894], [2.255, -0.408, -0.844], [4.485, -1.371, -3.407], [2.839, -1.848, -3.236], [3.997, -2.237, -1.900], [5.317, 0.686, -2.176], [5.051, -0.173, -0.637], [4.414, 1.423, -0.945], [3.485, 1.143, -3.645], [2.363, 1.757, -2.438], [1.880, 0.378, -3.399], [1.603, -1.133, -1.355]], "lowdin_charge": [1.346, -0.093, -0.200, -0.220, -0.184, -0.212, -0.153, -0.282, -0.028, -0.113, -0.127, -0.147, -0.631, 0.573, -0.303, -0.044, -0.115, -0.116, -0.145, -0.682, 0.523, 0.087, 0.028, 0.066, 0.116, 0.121, 0.084, 0.138, 0.097, 0.044, 0.097, 0.094, 0.068, 0.100, 0.102, 0.114, 0.077, 0.091, 0.080, -0.081, -0.245, -0.300, -0.103, 0.023, 0.043, 0.069, 0.110, 0.103, 0.088, 0.012, 0.050, 0.036, -0.327, -0.014, -0.138, -0.133, -0.303, 0.558, -0.091, 0.089, 0.101, 0.101, 0.105, -0.099, -0.747, -0.107, -0.078, -0.537, 0.068, 0.077, 0.043, 0.082, 0.046, 0.044, 0.100, 0.067, 0.058, -0.023]}

x is favored, and the nearest alternative lies 0.478 eV above it.